{
  "formula": "C49H45N3O5S2",
  "method": "wB97M-V/def2-TZVPD",
  "elements": ["C", "C", "C", "C", "C", "C", "S", "O", "O", "C", "C", "C", "C", "C", "C", "C", "C", "S", "O", "O", "H", "H", "H", "H", "H", "H", "H", "H", "H", "H", "C", "C", "C", "C", "C", "C", "N", "C", "C", "C", "C", "C", "C", "C", "N", "N", "C", "C", "C", "C", "C", "C", "C", "C", "C", "C", "C", "O", "C", "C", "C", "C", "C", "C", "C", "C", "C", "C", "C", "H", "H", "H", "H", "H", "H", "H", "H", "H", "H", "H", "H", "H", "H", "H", "H", "H", "H", "H", "H", "H", "H", "H", "H", "H", "H", "H", "H", "H", "H", "H", "H", "H", "H", "H"],
  "coordinates": [[-1.18734, 6.65026, 5.35477], [-1.11111, 6.24474, 4.01910], [-0.13364, 5.31995, 3.64490], [0.71415, 4.74870, 4.57984], [0.60413, 5.11161, 5.92829], [-0.34407, 6.06723, 6.30708], [1.95218, 3.62124, 3.91367], [3.23945, 4.27694, 3.94292], [1.76738, 2.32241, 4.52265], [1.37935, 3.57951, 2.23822], [1.68132, 2.62948, 1.28413], [1.23568, 2.89889, -0.09198], [1.57832, 4.13571, -0.68389], [1.04227, 4.52821, -1.90328], [0.12531, 3.70647, -2.56981], [-0.20420, 2.46048, -2.01276], [0.36535, 2.04541, -0.81104], [0.00237, 4.70499, 1.96790], [-1.20938, 3.96824, 1.70806], [0.39678, 5.80290, 1.11093], [-1.92110, 7.40004, 5.64911], [-1.79674, 6.62802, 3.26443], [1.25642, 4.63193, 6.65586], [-0.43310, 6.34960, 7.35564], [2.31294, 1.77389, 1.52034], [2.28144, 4.78778, -0.15989], [1.34134, 5.49531, -2.31193], [-0.32094, 4.03275, -3.51288], [-0.92915, 1.80833, -2.51430], [0.06555, 1.09226, -0.35594], [2.45284, -5.24040, -4.58809], [1.57170, -4.33395, -3.77712], [1.51535, -2.97341, -4.06708], [0.78832, -2.08903, -3.25822], [0.77340, -0.62907, -3.60451], [0.11226, -2.61634, -2.15195], [-0.51696, -1.72981, -1.22002], [-1.74756, -1.12968, -1.47213], [-2.33744, -0.97887, -2.79887], [-2.92513, 0.26476, -3.13960], [-3.28627, 0.52803, -4.47107], [-3.19128, -0.49210, -5.42421], [-2.80023, -1.78539, -5.05553], [-2.39643, -2.03401, -3.74031], [-2.26596, -0.65776, -0.36364], [-1.39387, -1.00186, 0.66153], [-1.84553, -0.79576, 2.01664], [-3.15899, -1.14589, 2.36865], [-4.10330, -1.74426, 1.38292], [-3.59447, -0.90204, 3.68022], [-2.77314, -0.28075, 4.63627], [-3.26941, -0.00399, 6.02877], [-1.50642, 0.13078, 4.24089], [-1.10301, -0.02188, 2.91833], [-0.03568, 0.88516, 2.49762], [-0.31898, -1.66526, 0.15984], [1.04980, -1.70671, 0.71442], [1.50306, -0.74910, 1.42896], [2.02526, -2.71695, 0.13484], [2.19378, -4.10565, 0.57340], [2.91217, -2.08359, -0.75656], [2.86916, -0.67570, -0.99878], [3.68144, -0.04703, -1.92310], [4.61178, -0.80329, -2.62803], [4.71620, -2.18353, -2.40484], [3.90801, -2.81456, -1.47248], [0.02058, -3.98712, -1.92436], [-0.82914, -4.54085, -0.82112], [0.78527, -4.83247, -2.73835], [2.35080, -6.27172, -4.22682], [2.18904, -5.20955, -5.65789], [3.50741, -4.93442, -4.49703], [2.07386, -2.56409, -4.91311], [0.62877, 0.02077, -2.73343], [1.73635, -0.34908, -4.05411], [-0.02169, -0.40972, -4.33435], [-3.03483, 1.01698, -2.35703], [-3.62698, 1.53262, -4.74964], [-3.48229, -0.29569, -6.45830], [-2.77766, -2.59931, -5.78677], [-2.10544, -3.04006, -3.43283], [-5.11322, -1.76637, 1.80918], [-4.14614, -1.15704, 0.45841], [-3.82194, -2.77116, 1.11231], [-4.60456, -1.19814, 3.98651], [-2.42671, 0.18475, 6.70289], [-3.92736, 0.87600, 6.06766], [-3.83264, -0.86714, 6.39477], [-0.84721, 0.68596, 4.91254], [-0.37057, 1.92388, 2.60511], [0.85298, 0.75507, 3.11785], [0.13566, 0.73986, 1.44197], [3.22218, -4.24809, 0.94371], [1.51469, -4.34875, 1.39720], [2.00178, -4.84347, -0.22967], [2.20394, -0.04153, -0.41414], [3.55859, 1.03237, -2.05840], [5.25922, -0.30905, -3.34121], [5.43160, -2.78140, -2.97307], [3.98584, -3.88903, -1.28317], [-0.84927, -5.63537, -0.89281], [-0.43255, -4.30322, 0.17701], [-1.86112, -4.16477, -0.88272], [0.78738, -5.90397, -2.53410]],
  "forces_ev_per_angstrom": [[0.102, -0.352, -0.397], [0.132, 0.029, 0.050], [-0.051, -0.296, 0.064], [-0.044, 0.323, -0.093], [0.085, -0.130, -0.194], [0.223, -0.245, -0.197], [0.142, -0.178, 0.411], [-0.689, -0.422, 0.104], [0.350, 0.715, -0.083], [-0.207, -1.162, -1.343], [0.259, 2.018, 1.451], [-0.688, 0.140, -1.193], [0.236, -0.485, 0.326], [-0.146, -0.218, -0.258], [0.273, -0.098, 0.390], [0.056, 0.125, -0.106], [0.057, 0.212, 0.470], [0.270, 1.008, 0.160], [0.424, 0.141, -0.228], [-0.525, -0.444, 0.564], [0.182, -0.236, -0.051], [0.183, 0.012, 0.204], [-0.149, 0.196, -0.070], [0.071, -0.067, -0.275], [-0.079, 0.074, 0.020], [-0.300, -0.229, -0.216], [-0.180, -0.318, 0.047], [0.134, -0.152, 0.337], [0.405, 0.316, 0.178], [0.154, 0.456, -0.406], [0.094, -0.202, -0.083], [-0.220, 0.224, -0.129], [-0.365, 0.244, 0.321], [0.340, -0.225, -0.073], [0.164, 0.361, -0.088], [0.801, -0.070, -0.484], [-1.574, -0.061, 1.116], [0.423, -0.078, 1.404], [-1.270, 0.212, -1.138], [0.596, -0.389, -0.318], [0.030, -0.300, 0.468], [-0.135, -0.053, 0.011], [0.050, 0.219, 0.416], [0.280, 0.387, 0.210], [0.845, -0.133, -0.212], [-0.159, -0.144, -1.782], [-0.179, 0.955, 0.976], [0.017, -0.294, 0.528], [-0.793, -0.309, -0.267], [0.300, 0.127, -0.074], [0.195, -0.128, -0.263], [0.001, -0.087, 0.112], [-0.781, -0.258, 0.003], [-0.339, -0.166, 0.000], [0.058, 0.785, -0.188], [-0.702, 1.180, -0.250], [3.673, -1.866, 1.366], [-1.487, -1.968, -1.916], [-2.173, 2.700, 0.765], [-0.563, -0.982, -0.155], [1.583, 0.699, -0.087], [0.089, 0.221, -0.262], [-0.285, -0.465, 0.411], [0.344, -0.136, -0.508], [-0.110, 0.250, -0.035], [-0.543, 0.081, 0.256], [0.592, -0.130, -0.186], [-0.047, -0.321, 0.290], [-0.164, 0.218, 0.151], [0.139, 0.201, -0.209], [0.079, -0.024, 0.365], [-0.329, -0.114, -0.004], [-0.110, -0.144, 0.286], [0.043, -0.249, -0.216], [-0.292, -0.062, 0.135], [0.131, -0.075, 0.155], [0.151, -0.086, -0.303], [0.045, -0.532, 0.114], [0.159, -0.018, 0.305], [-0.101, 0.358, 0.288], [0.050, 0.330, -0.226], [0.228, -0.145, -0.040], [-0.107, -0.268, 0.432], [-0.024, 0.146, 0.020], [0.337, 0.098, -0.314], [-0.193, -0.070, -0.085], [0.130, -0.231, -0.111], [0.023, 0.162, 0.104], [-0.259, -0.094, -0.156], [-0.367, -0.452, 0.335], [-0.043, 0.030, -0.492], [0.401, 0.264, 0.344], [-0.249, -0.095, -0.078], [0.140, 0.007, -0.038], [0.298, -0.033, 0.190], [0.233, -0.259, -0.326], [0.246, -0.348, -0.081], [0.073, -0.114, -0.061], [-0.075, 0.242, 0.163], [0.090, 0.338, -0.208], [-0.110, 0.261, 0.021], [-0.133, 0.019, -0.294], [0.185, -0.095, 0.055], [-0.053, 0.222, -0.032]],
  "relative_energy_ev": 3.104,
  "lumo_energy_ev": -0.7,
  "mol_weight_g_mol": 820.0,
  "orbital_gap_ev": 4.6,
  "charge": 0
}


{
  "formula": "C49H46AgIN6O3Te",
  "method": "wB97M-V/def2-TZVPD",
  "elements": ["Ag", "C", "C", "N", "C", "C", "C", "O", "C", "C", "N", "C", "C", "C", "C", "C", "C", "I", "C", "O", "H", "H", "H", "H", "H", "H", "H", "H", "H", "H", "H", "H", "N", "C", "C", "C", "C", "C", "N", "H", "H", "H", "H", "H", "H", "N", "C", "C", "C", "C", "C", "C", "C", "H", "H", "H", "H", "H", "C", "C", "C", "C", "C", "C", "Te", "N", "C", "O", "C", "C", "C", "C", "C", "C", "C", "C", "C", "C", "C", "C", "C", "C", "C", "C", "H", "H", "H", "H", "H", "H", "H", "H", "H", "H", "H", "H", "H", "H", "H", "H", "H", "H", "H", "H", "H", "H", "H"],
  "coordinates": [[-0.33772, -0.24965, -0.29718], [2.04277, -3.00301, 2.00820], [2.95248, -1.83058, 2.21942], [3.97024, -1.93740, 3.03101], [4.75610, -0.84659, 3.25660], [4.48578, 0.39430, 2.75115], [5.37956, 1.53237, 3.15579], [6.03291, 2.17896, 2.05588], [3.37237, 0.55904, 1.88095], [2.98946, 1.87332, 1.43785], [1.90041, 2.15021, 0.81546], [1.55143, 3.47113, 0.58734], [1.88259, 4.53415, 1.44474], [1.46691, 5.83110, 1.18601], [0.68228, 6.11164, 0.07494], [0.31592, 5.07480, -0.77637], [0.74308, 3.78425, -0.51532], [0.25481, 2.23601, -1.84599], [2.63217, -0.60528, 1.49343], [1.77507, -0.63124, 0.57716], [2.47113, -3.89589, 2.46032], [1.85233, -3.15546, 0.94346], [1.06675, -2.80262, 2.46488], [5.61049, -1.00350, 3.90906], [6.12400, 1.15029, 3.85848], [4.82146, 2.31788, 3.66779], [6.34813, 1.48682, 1.46626], [3.68798, 2.68402, 1.67384], [2.46856, 4.31885, 2.33187], [1.75011, 6.63101, 1.86171], [0.36020, 7.12476, -0.13327], [-0.30077, 5.27223, -1.64513], [1.43155, -1.30494, -2.81859], [0.18147, -1.54998, -3.33397], [0.04625, -2.33736, -4.49132], [-1.20635, -2.57987, -5.00101], [-2.31728, -2.02115, -4.37502], [-2.09011, -1.23152, -3.26696], [-0.88728, -0.98461, -2.74693], [2.13866, -1.95691, -3.11055], [1.45833, -1.15128, -1.81790], [0.92950, -2.77023, -4.94662], [-1.32622, -3.20936, -5.87479], [-3.32276, -2.19745, -4.73189], [-2.92477, -0.76491, -2.75199], [-1.36336, 1.27022, 1.41302], [-1.66532, 2.29109, 1.83007], [-2.15886, 3.50385, 2.43204], [-3.38970, 4.01568, 2.03101], [-3.88674, 5.16183, 2.62944], [-3.16004, 5.79992, 3.62529], [-1.93588, 5.28505, 4.02682], [-1.43456, 4.13680, 3.43505], [-3.94969, 3.51071, 1.25399], [-4.84698, 5.55438, 2.32159], [-3.54831, 6.69847, 4.08875], [-1.36826, 5.77880, 4.80533], [-0.48926, 3.71508, 3.74335], [-5.23511, -3.71015, 8.20679], [-4.51280, -3.31887, 6.93918], [-3.80156, -4.24516, 6.19477], [-3.17384, -3.89767, 4.99427], [-2.44060, -4.98949, 4.24511], [-3.28003, -2.58981, 4.50978], [-2.37520, -1.92153, 2.51033], [-1.53372, -2.04951, 0.52997], [-0.87262, -3.10986, 0.03766], [0.08729, -3.00148, -0.75412], [-1.29466, -4.53476, 0.36258], [-0.32692, -5.53580, 0.32980], [-0.67057, -6.86250, 0.54990], [-1.99765, -7.20919, 0.77977], [-2.97119, -6.22003, 0.79336], [-2.62039, -4.89084, 0.59016], [-4.38419, -1.98636, 1.70380], [-5.26161, -2.96634, 2.18004], [-6.55195, -3.10631, 1.68602], [-7.00026, -2.25397, 0.69037], [-6.14347, -1.27451, 0.21303], [-4.84209, -1.11780, 0.69661], [-4.01891, 0.01552, 0.13484], [-3.96513, -1.63052, 5.27744], [-4.07318, -0.18269, 4.84471], [-4.56679, -2.00775, 6.47422], [-5.07600, -4.76404, 8.44285], [-6.31065, -3.54734, 8.09922], [-4.89513, -3.11346, 9.05705], [-3.73023, -5.27159, 6.54892], [-1.85788, -5.60678, 4.93210], [-1.76913, -4.58428, 3.49410], [-3.14609, -5.64738, 3.72922], [0.69679, -5.24874, 0.12752], [0.09409, -7.63111, 0.53384], [-2.27190, -8.24764, 0.92809], [-4.01027, -6.48462, 0.95969], [-3.38534, -4.12884, 0.57646], [-4.93993, -3.64261, 2.95886], [-7.19411, -3.88724, 2.07994], [-8.00550, -2.34269, 0.29292], [-6.48660, -0.59945, -0.56449], [-4.49902, 0.42919, -0.75410], [-3.01559, -0.31480, -0.12225], [-3.91852, 0.82067, 0.86712], [-4.24224, -0.09810, 3.77204], [-3.15061, 0.35846, 5.07308], [-4.89291, 0.31738, 5.36437], [-5.10312, -1.26025, 7.05684]],
  "forces_ev_per_angstrom": [[-0.039, -0.098, 0.129], [0.081, 0.011, -0.078], [0.129, -0.061, 0.176], [-0.011, 0.037, -0.049], [-0.084, -0.124, -0.002], [-0.039, -0.045, -0.043], [0.016, 0.017, -0.101], [0.013, 0.012, 0.102], [-0.093, -0.037, -0.052], [0.100, 0.055, 0.041], [-0.218, -0.079, -0.061], [0.016, 0.231, 0.103], [-0.025, -0.025, 0.017], [-0.017, -0.012, 0.011], [0.008, -0.053, -0.029], [-0.006, 0.072, 0.056], [0.050, -0.219, -0.207], [-0.019, 0.186, 0.063], [0.137, 0.308, -0.113], [0.008, -0.142, -0.056], [0.014, 0.019, 0.035], [-0.013, 0.020, 0.062], [0.004, -0.007, -0.053], [-0.048, 0.008, -0.013], [0.043, 0.004, 0.061], [-0.017, 0.058, -0.026], [-0.047, -0.043, -0.019], [0.053, -0.056, 0.028], [-0.039, 0.040, -0.038], [-0.009, -0.050, -0.009], [-0.024, -0.040, 0.026], [0.041, -0.021, 0.033], [-0.279, 0.164, -0.014], [-0.133, -0.007, -0.018], [0.021, -0.084, -0.029], [0.029, 0.013, 0.020], [-0.014, -0.002, -0.018], [-0.092, 0.096, 0.150], [0.556, -0.070, -0.137], [0.014, -0.074, -0.020], [-0.005, -0.006, 0.161], [-0.035, 0.017, 0.014], [0.019, 0.011, 0.001], [0.022, 0.026, 0.020], [0.041, -0.015, 0.033], [0.321, -0.222, -0.273], [-0.336, 0.522, 0.468], [0.009, -0.006, -0.086], [-0.095, 0.001, -0.115], [-0.015, -0.017, -0.006], [0.014, -0.020, -0.023], [0.046, -0.001, 0.017], [0.113, -0.014, 0.046], [0.014, 0.012, 0.013], [0.011, -0.001, -0.018], [0.003, -0.026, -0.006], [-0.002, -0.023, -0.018], [0.085, 0.033, 0.013], [0.075, 0.023, -0.092], [-0.035, -0.035, 0.039], [0.016, 0.053, 0.045], [0.058, 0.029, -0.163], [-0.120, 0.060, 0.094], [-0.024, -0.036, -0.056], [-0.484, 0.153, 0.192], [0.434, -0.743, -0.406], [-0.297, 0.104, 0.194], [-0.219, 0.101, -0.051], [-0.017, 0.062, -0.014], [0.006, 0.003, 0.110], [-0.035, 0.030, 0.022], [0.037, 0.015, -0.030], [-0.002, 0.003, -0.010], [0.046, -0.057, -0.065], [-0.149, -0.131, 0.032], [0.087, 0.082, -0.045], [0.025, -0.016, 0.003], [0.045, 0.028, 0.027], [0.016, -0.046, 0.009], [0.064, 0.118, 0.031], [-0.093, -0.118, 0.100], [-0.036, 0.047, -0.025], [0.003, -0.123, 0.078], [0.000, 0.017, -0.047], [0.006, 0.058, -0.007], [0.030, -0.010, 0.034], [-0.016, -0.030, -0.022], [-0.003, 0.048, -0.025], [-0.030, 0.014, 0.004], [0.056, -0.006, -0.074], [0.034, 0.021, -0.010], [-0.005, -0.013, -0.020], [-0.011, 0.033, -0.002], [0.010, 0.029, 0.034], [0.027, 0.032, -0.023], [-0.035, 0.060, 0.006], [0.094, -0.023, 0.047], [0.034, 0.054, -0.018], [0.057, -0.007, 0.006], [0.011, -0.008, 0.022], [0.004, -0.011, 0.012], [0.049, -0.013, -0.018], [0.011, -0.065, 0.024], [-0.046, 0.039, -0.001], [0.000, -0.018, -0.060], [0.023, -0.033, 0.009], [0.019, -0.047, -0.059]],
  "relative_energy_ev": 0.000,
  "lumo_energy_ev": [2.1, 1.9],
  "mol_weight_g_mol": 1129.3,
  "orbital_gap_ev": [6.3, 6.2],
  "spin_multiplicity": 2,
  "charge": -1
}